1.
Here is a molecular structure, C17H20BiCl2N5O2 at a distorted geometry from the Open Molecules 2025 dataset. Energies are from ωB97M-V with the def2-TZVPD basis set.

Max |F| (eV/Å): 1.05
Gap between HOMO and LUMO (eV): 6.55
Net charge: +2
HOMO level (eV): -13.83

Geometry as XYZ:
```
47
Properties=species:S:1:pos:R:3:lowdin_charge:R:1
Bi -0.324 -0.662 -0.304 1.8516
C -2.639 2.515 1.964 0.0145
C -1.958 1.686 0.933 -0.2254
N -1.638 0.451 1.157 -0.1187
N -1.924 -0.158 2.312 0.0876
C -1.440 -1.380 2.416 -0.4104
O -0.703 -1.920 1.487 -0.2650
C -1.742 -2.152 3.615 -0.1601
C -1.470 -3.524 3.631 -0.0152
C -1.793 -4.283 4.739 -0.0531
C -2.366 -3.680 5.852 -0.0422
C -2.616 -2.312 5.851 -0.0522
C -2.317 -1.550 4.739 -0.0154
C -1.623 2.233 -0.388 -0.2173
C -1.945 3.529 -0.763 0.0377
C -1.649 3.956 -2.051 0.0124
C -1.056 3.076 -2.943 0.0013
C -0.742 1.804 -2.498 -0.0942
N -1.010 1.409 -1.255 -0.0761
H -2.909 1.890 2.809 0.0802
H -3.541 2.981 1.567 0.1058
H -1.973 3.309 2.311 0.1119
H -1.027 -3.990 2.761 0.1137
H -1.600 -5.347 4.737 0.1151
H -2.621 -4.271 6.721 0.1179
H -3.049 -1.846 6.725 0.1155
H -2.515 -0.488 4.727 0.1101
H -2.419 4.201 -0.062 0.1276
H -1.883 4.966 -2.357 0.1342
H -0.829 3.377 -3.955 0.1295
H -0.267 1.079 -3.150 0.1033
Cl 0.434 -1.931 -3.523 0.5208
C -1.095 -2.807 -3.360 -0.9208
Cl -2.249 -1.949 -2.291 0.4994
H -0.898 -3.781 -2.930 0.0444
H -1.558 -2.882 -4.337 0.0457
C 2.717 -1.970 0.824 -0.0485
N 2.666 -0.934 1.846 0.0591
C 2.011 0.222 1.776 -0.5440
N 2.213 1.131 2.735 0.2231
O 1.211 0.548 0.827 -0.1992
H 3.607 -2.568 0.990 0.1075
H 2.796 -1.519 -0.168 0.0885
H 1.850 -2.627 0.878 0.0726
H 3.221 -1.101 2.669 0.1611
H 2.922 1.030 3.441 0.1345
H 1.761 2.024 2.649 0.1311
```

=====

2.
Here is C5H6N2S in the gas phase at a distorted geometry from the Open Molecules 2025 dataset. Energies are from ωB97M-V with the def2-TZVPD basis set.

SMILES: S[C@H]1[C@H]2C=NN=C[C@@H]12
Max |F| (eV/Å): 6.15
Gap between HOMO and LUMO (eV): 8.99
HOMO level (eV): -8.91

Geometry as XYZ:
```
14
Properties=species:S:1:pos:R:3:lowdin_charge:R:1
S -2.255 -0.931 -0.057 0.6944
C -1.194 0.544 -0.102 -0.5274
C 0.106 0.851 0.826 -0.2237
C 0.620 -0.329 1.479 -0.1159
N 0.831 -1.495 0.834 0.0260
N 1.184 -1.487 -0.607 0.0197
C 1.042 -0.445 -1.224 -0.1814
C 0.321 0.772 -0.656 -0.1997
H -1.130 -1.813 -0.282 -0.0855
H -1.824 1.472 -0.502 0.1245
H 0.065 1.830 1.398 0.1505
H 0.638 -0.404 2.506 0.0851
H 1.109 -0.144 -2.300 0.1301
H 0.487 1.579 -1.314 0.1033
```